1.
Here is C4H7BrClCuNO4 as an isolated structure in a non-equilibrium geometry from the OMol25 dataset. Energies are from the ωB97M-V functional and the def2-TZVPD basis.

The calculation puts the LUMO energy at 0.0106 Eh. As for the energy relative to the best compared isomer or geometry (same formula, charge and spin): 91.9 kcal/mol. For the frontier orbital gap, the calculation gives 5.7 eV.

```
! wB97M-V def2-TZVPD RIJCOSX def2/J DEFGRID3
* xyz -1 1
Cu -23.55809 5.97225 -6.88959
Br -20.03512 5.75099 -5.75364
Cl -26.75968 8.36619 -4.53329
O -26.72668 6.93489 -4.24007
O -25.69788 8.62133 -5.60445
O -28.02330 8.69088 -4.95522
O -26.39105 8.93250 -3.34021
C -21.55409 0.10886 -6.28199
C -22.08095 -0.05629 -7.71922
C -23.62788 -0.09992 -7.74606
C -24.08930 1.22203 -7.42796
N -24.41073 2.29001 -7.15048
H -21.90665 -0.62610 -5.55836
H -21.81893 1.10010 -5.91401
H -20.48093 -0.02295 -6.14390
H -21.63703 -0.99347 -8.05494
H -21.74818 0.70662 -8.42301
H -23.97958 -0.83426 -7.02138
H -24.05448 -0.24033 -8.73924
*
```

---

2.
Here is C16H34P2Re as an isolated structure in a non-equilibrium geometry from the OMol25 dataset. Energies are from the ωB97M-V functional and the def2-TZVPD basis.

The calculation puts the LUMO energy (alpha / beta) at -0.1951 / -0.3464 Eh. As for the energy relative to the best compared isomer or geometry (same formula, charge and spin): 0.0 kcal/mol. For the frontier orbital gap (alpha / beta), the calculation gives 7.5 / 4.4 eV.

```
! wB97M-V def2-TZVPD RIJCOSX def2/J DEFGRID3
* xyz 2 4
P 0.35026 -2.93203 1.54042
P 0.20169 3.08308 2.09100
C 0.73722 0.43941 0.60540
C 0.94719 1.99034 0.72857
H 1.59324 -0.09127 1.06941
H -0.14702 0.09359 1.16473
H 2.04135 2.19127 0.76495
H 0.60741 2.42481 -0.22758
C -1.00464 4.26506 1.42059
H -0.89636 5.20260 1.97786
H -2.04244 3.91938 1.53129
H -0.81189 4.50024 0.36735
C 1.43533 4.09206 2.87984
H 1.60773 4.97976 2.25647
H 2.37036 3.53179 3.01541
H 1.04375 4.41661 3.86183
C -0.46043 -4.46302 0.99162
H -0.19057 -5.26156 1.69503
H -0.08196 -4.67228 -0.03043
H -1.55346 -4.30022 0.97079
C 2.04116 -3.34515 2.03318
H 2.48519 -2.50380 2.58908
H 2.60103 -3.54222 1.09739
H 1.99111 -4.24667 2.65592
Re 0.58035 -0.43645 -1.50037
C 0.35484 1.01616 -2.73492
C -0.89303 0.75194 -1.92358
C -2.07451 0.05624 -2.56249
C -1.76629 -1.45849 -2.82711
C -0.46448 -1.91856 -2.17489
C 0.79040 -1.68455 -2.96915
C 0.65810 -0.95192 -4.29560
C 0.38524 0.58151 -4.18422
C -0.55444 -2.27652 2.97286
H 0.85705 1.96446 -2.49286
H -1.13976 1.60073 -1.26920
H -2.40595 0.59558 -3.46669
H -2.91483 0.10978 -1.85627
H -2.59709 -2.04256 -2.40797
H -1.76051 -1.66682 -3.90244
H -0.57248 -2.82720 -1.57254
H 1.58100 -2.44769 -2.94543
H -0.11492 -1.41530 -4.91915
H 1.60161 -1.04888 -4.83531
H 1.21122 1.11636 -4.67580
H -0.53733 0.89151 -4.69476
H 0.15887 -1.67462 3.56687
H -0.94593 -3.12484 3.55122
H -1.36959 -1.63820 2.56279
C -0.60667 2.15666 3.40362
H -1.14966 1.26594 3.08827
H -1.31260 2.85936 3.85750
H 0.13614 1.87462 4.15749
*
```

---

3.
Here is an isolated molecule of C4H8O3 from the OMol25 dataset. Energies are from the ωB97M-V functional and the def2-TZVPD basis.

As for the structure (SMILES): CCO[C@]1(O)CO1. The calculation puts the LUMO energy at 0.0349 Eh. As for the energy relative to the best compared isomer or geometry (same formula, charge and spin): 54.5 kcal/mol. For the frontier orbital gap, the calculation gives 11.2 eV.

```
! wB97M-V def2-TZVPD RIJCOSX def2/J DEFGRID3
* xyz 0 1
C 1.03629 2.10117 0.72256
C 0.00240 1.24821 -0.00010
O 0.14618 -0.10416 0.45634
C -0.50785 -1.06587 -0.24440
O -1.80879 -0.72330 -0.56391
C -0.09827 -2.43888 -0.02666
O 0.06136 -1.76585 -1.31633
H 0.85635 2.11911 1.80758
H 2.04891 1.71586 0.54235
H 0.98933 3.13498 0.35512
H 0.17381 1.25541 -1.08450
H -1.01575 1.62189 0.19859
H -1.92582 -1.26121 -1.36326
H 0.86701 -2.60520 0.43454
H -0.84177 -3.23466 0.06406
*
```

---

4.
Here is C10H10N2 as an isolated structure in a non-equilibrium geometry from the OMol25 dataset. Energies are from the ωB97M-V functional and the def2-TZVPD basis.

The calculation puts the LUMO energy at 0.0301 Eh. As for the energy relative to the best compared isomer or geometry (same formula, charge and spin): 113.2 kcal/mol. For the frontier orbital gap, the calculation gives 8.6 eV.

```
! wB97M-V def2-TZVPD RIJCOSX def2/J DEFGRID3
* xyz 0 1
C -0.55173 1.05750 -0.06663
C -1.61135 2.03596 -0.21915
C -2.90309 1.56790 -0.22731
C -3.10830 0.21691 -0.38595
C -2.09182 -0.72179 -0.33102
C 2.24262 0.64061 0.44152
C 3.07263 -0.22397 -0.29040
C 2.54902 -1.51791 -0.59046
C 1.34484 -1.94941 -0.03904
C 0.74141 -1.06110 0.82328
H 0.48399 1.23488 0.30779
H -1.24548 3.10753 -0.22078
H -3.71825 2.34046 -0.16349
H -4.09899 -0.16482 -0.57962
H -2.32733 -1.72921 -0.43545
H 2.52606 1.64268 0.71284
H 3.94898 0.08497 -0.88412
H 3.14178 -2.07716 -1.25700
H 0.95573 -2.92015 -0.24460
H -0.11812 -1.29934 1.34436
N -0.79343 -0.27260 -0.15279
N 1.12863 0.20287 1.11434
*
```

---

5.
Here is a 2-piece molecular cluster, C15H24BBr2NO8S overall in a non-equilibrium geometry from the OMol25 dataset. Energies are from the ωB97M-V functional and the def2-TZVPD basis.

As for the structure (SMILES): CCOB(O)[C@]1(C[C@H](O)CN)OC(=O)O[C@@]1(S)/C(Br)=C(\C)Br.O=C1CCCO1. The calculation puts the LUMO energy at 0.0117 Eh. For the frontier orbital gap, the calculation gives 9.5 eV.

```
! wB97M-V def2-TZVPD RIJCOSX def2/J DEFGRID3
* xyz 0 1
C 4.49324 0.11448 -0.55508
C 3.65094 1.19407 -1.20296
O 2.96631 0.63197 -2.32212
B 1.76003 1.21992 -2.60762
O 1.71316 2.34962 -3.40627
C 0.39568 0.60023 -1.96237
C -0.70273 1.60980 -1.73124
C -1.07782 1.82028 -0.26641
O -2.26522 1.05808 -0.07340
C -1.31911 3.34821 0.05326
N -2.59756 3.71388 0.60982
O 0.88642 -0.00049 -0.72674
C 1.12696 -1.30040 -0.87636
O 1.61093 -2.04443 -0.02998
O 0.70219 -1.70810 -2.11059
C -0.02225 -0.68322 -2.72991
S 0.68646 -0.49083 -4.43314
C -1.53992 -0.97517 -2.80075
Br -2.53960 -0.36148 -4.31083
C -2.21736 -1.57516 -1.81396
C -1.60663 -1.95592 -0.50790
Br -4.06148 -1.97227 -1.91819
H 5.35500 0.52894 -0.05138
H 4.86220 -0.51590 -1.35400
H 3.91066 -0.50701 0.10863
H 4.30050 2.00625 -1.51117
H 2.94294 1.55883 -0.46341
H 2.17100 3.05958 -2.95306
H -1.61448 1.32897 -2.23877
H -0.41604 2.55801 -2.15875
H -0.30712 1.48003 0.41165
H -2.35652 0.88841 0.86342
H -0.55787 3.65586 0.76105
H -1.16926 3.94574 -0.83794
H -2.79071 3.24683 1.47790
H -3.33731 3.54906 -0.04963
H 0.38620 -1.68389 -4.96219
H -2.38281 -2.17306 0.20999
H -1.04661 -1.13753 -0.09153
H -1.00889 -2.85104 -0.58658
O -1.98835 0.21590 4.47621
C -1.40966 -0.79757 4.22515
C -0.45899 -1.57048 5.11925
C 0.24989 -2.49429 4.13029
C -0.81213 -2.67688 3.05520
O -1.55616 -1.44152 3.04191
H -1.04845 -2.12193 5.85285
H 0.21885 -0.89249 5.62843
H 0.58993 -3.43481 4.55799
H 1.11583 -1.98394 3.70730
H -1.50200 -3.49201 3.28419
H -0.38230 -2.84114 2.06972
*
```

---

6.
Here is a 6-piece molecular cluster, H12O6 overall in a non-equilibrium geometry from the OMol25 dataset. Energies are from the ωB97M-V functional and the def2-TZVPD basis.

As for the structure (SMILES): O.O.O.O.O.O. The calculation puts the LUMO energy at 0.0185 Eh. As for the energy relative to the best compared isomer or geometry (same formula, charge and spin): 11.4 kcal/mol. For the frontier orbital gap, the calculation gives 11.6 eV.

```
! wB97M-V def2-TZVPD RIJCOSX def2/J DEFGRID3
* xyz 0 1
O 0.67057 -0.97878 1.59049
H 1.20452 -0.15791 1.66456
H 0.96883 -1.34638 0.73814
O 1.55907 -1.15623 -1.03233
H 2.00922 -0.37408 -0.66125
H 0.71770 -0.83528 -1.37277
O 1.63071 1.20538 0.42891
H 2.15369 2.01931 0.33744
H 0.78262 1.49434 0.03672
O -0.62155 1.84058 -0.71798
H -0.66437 1.15204 -1.40816
H -1.30566 1.57676 -0.06633
O -1.97817 -0.06491 1.01262
H -1.11114 -0.38878 1.35763
H -2.65124 -0.62409 1.37531
O -1.12255 -0.84512 -1.36524
H -0.85094 -1.76671 -1.41385
H -1.39130 -0.75014 -0.50388
*
```